Density functional theory data (wB97M-V/def2-TZVPD) for a cluster of 2 separate species, C4H13NOS in total at a distorted geometry.

Properties
energy: -688.351199 Ha
relative energy (zero: lowest compared OMol25 entry of this formula, charge and spin): 23.5 kcal/mol
lowest unoccupied orbital energy: 0.8 eV
SMILES string: CSCCCN.O
orbital gap: 9.23 eV

Geometry as ORCA input:
```
! RIJCOSX wB97M-V def2-TZVPD def2/J DEFGRID3
* xyz 0 1
S -0.081 -0.427 2.404
O 0.166 -3.757 -0.559
N -0.178 0.529 -2.380
C -0.992 1.145 -1.338
C -0.398 1.129 0.059
C 1.613 0.367 2.470
C -0.361 -0.284 0.681
H 0.060 -3.250 -1.376
H -2.041 0.822 -1.334
H 0.701 1.028 -2.402
H -1.404 -0.602 0.518
H 1.673 1.202 1.786
H -0.687 -3.658 -0.085
H 2.244 -0.493 2.305
H 1.637 0.865 3.436
H -1.166 2.223 -1.524
H 0.616 1.535 -0.032
H 0.172 -0.885 -0.063
H -0.653 0.667 -3.266
H -0.922 1.843 0.699
*
```